1.
Computed, not measured: a 9-piece molecular cluster, C30H83F6N7O9P overall, with the ωB97M-V functional and the def2-TZVPD basis.

Output
LUMO (alpha / beta) = 0.004 / -0.155 hartree
Max |F| = 4.36 eV Å⁻¹
<S²> = 0.7540

Geometry as ORCA input:
```
! RIJCOSX wB97M-V def2-TZVPD def2/J DEFGRID3
* xyz 0 2
H 2.048 -3.765 -2.313
F 0.646 -0.676 1.066
H 5.280 -0.230 -1.544
H -2.605 -2.246 -7.629
H -3.394 0.042 -1.126
H -4.295 -1.646 4.905
C -2.512 -2.406 2.245
H 2.456 -0.275 6.288
H -0.186 -2.065 -7.064
H 3.658 -1.930 -2.183
H -0.469 -3.490 -5.932
H 0.117 -0.418 -4.997
H 2.584 1.852 1.678
H -2.793 -3.207 4.194
H 3.311 -2.804 3.066
H -4.594 1.279 -1.730
H -1.730 4.556 3.950
C 1.189 -3.426 3.176
H 5.694 -1.019 -0.073
H -4.424 2.793 4.339
H -1.623 3.320 -0.580
H -2.906 3.347 -1.589
C -4.086 0.844 -0.869
C -2.100 4.306 2.956
H 2.353 -4.902 -1.069
H 2.487 2.351 4.316
H -5.431 -1.264 -1.371
O -3.288 -1.500 1.417
H -0.865 -3.019 -8.982
H -1.013 4.478 -2.924
C 3.007 0.618 6.583
H -3.208 -3.926 -5.809
H -0.927 -0.823 -3.659
O 0.023 6.700 -4.330
H 4.186 2.378 1.186
H -3.986 2.506 0.379
C -0.013 4.321 -3.329
H 4.509 -5.135 -0.528
H -1.385 8.142 -3.740
H -2.305 -3.363 1.767
H 3.894 -2.495 -0.642
H 2.236 -1.630 2.485
C 2.370 -2.711 2.524
H 3.743 0.675 1.315
C -2.321 2.615 -1.032
C -1.188 7.071 -3.678
N 4.996 -5.070 -1.410
C 1.316 -4.960 3.056
C -2.965 -4.226 -6.828
H -2.420 -5.169 -6.788
C -0.877 -2.601 -6.413
C 3.649 1.649 1.794
N -2.494 1.227 1.012
H -6.474 0.131 -1.238
H 0.083 -6.880 1.821
N -1.519 -3.698 -8.620
C 0.088 3.570 2.458
O 4.117 1.717 3.164
H 0.578 4.066 -1.287
C 3.915 1.098 5.455
F 0.637 0.521 -2.009
F 2.319 0.134 -0.494
N 0.079 2.956 -3.731
H -0.629 -5.532 1.204
H -3.982 3.761 2.074
H 0.573 2.594 2.438
H 4.019 2.822 6.420
H 2.589 -3.013 1.500
C -2.005 -3.112 -7.350
C 4.146 -4.100 -2.172
H 4.985 2.770 5.200
H 2.262 -5.277 3.494
O -1.335 3.354 2.261
C -3.557 3.878 3.070
H -1.526 -1.992 2.455
H 2.563 -5.431 -2.728
C 3.128 1.477 4.200
H 0.550 -5.510 3.604
P 0.715 -0.135 -0.459
C -0.410 -1.245 -4.521
C 0.163 5.303 -4.542
H -0.978 -4.543 -8.511
H 4.619 0.282 5.291
H 1.963 4.300 -2.457
F -0.917 -0.393 -0.428
H 3.579 0.414 7.488
F 0.420 1.377 0.061
H -5.348 4.725 4.214
H 0.254 -3.160 2.683
H -4.259 -3.240 3.211
N 1.025 -3.017 4.608
O -3.933 -1.396 4.052
C -4.309 4.965 3.986
H -1.698 0.749 0.615
H -0.411 4.908 -5.380
C -5.892 -0.583 -0.656
O 1.487 -5.342 1.695
C 5.934 -1.001 -1.136
H 2.539 0.593 3.958
H 0.487 4.194 1.658
H 1.952 -3.019 5.010
H 4.466 -4.132 -3.213
H -2.121 5.262 2.432
N 4.685 2.203 5.981
H -1.902 2.008 1.253
H -3.289 -1.966 0.578
H 1.168 5.232 -4.959
N -3.697 2.550 3.682
H 5.828 -4.615 -1.062
C -3.414 -2.622 3.515
H -1.729 1.990 -1.700
H 2.245 1.386 6.714
C 4.319 -2.607 -1.640
H 1.058 2.806 -3.924
C 0.343 -6.025 1.196
H 0.976 5.666 -1.953
C -3.252 1.853 -0.091
H 6.967 -0.665 -1.225
O -1.445 -1.782 -5.351
H 0.557 -6.317 0.167
F 0.981 -1.600 -1.071
O -4.881 0.172 0.126
H -2.009 6.529 -4.148
H -2.919 2.524 4.326
H 0.331 -1.973 -4.189
H -1.127 6.824 -2.619
H -3.772 5.042 4.931
C 2.710 -4.590 -2.051
O 5.705 -2.281 -1.708
H -3.844 -4.349 -7.460
H 0.265 4.122 3.381
C 0.956 4.596 -2.162
H -6.541 -1.220 -0.055
H -0.021 2.362 -2.920
H -4.340 5.934 3.488
H 0.814 -2.030 4.561
*
```


2.
Computed, not measured: C5H8N2S as an isolated structure, with the ωB97M-V functional and the def2-TZVPD basis.

Output
LUMO = 0.020 hartree
ΔE to the lowest compared entry with this formula, charge and spin = 83.09 kcal per mole
Max |F| = 5.04 eV Å⁻¹

Geometry as ORCA input:
```
! RIJCOSX wB97M-V def2-TZVPD def2/J DEFGRID3
* xyz 0 1
N 0.496 0.708 0.202
H 1.662 -0.372 1.316
S -2.820 -0.732 -0.946
H 2.263 1.448 0.986
H 2.412 0.253 -0.241
H 0.345 2.782 -0.116
C 1.812 0.462 0.597
H -0.879 -2.452 -0.545
C -0.014 -2.281 0.017
C -1.507 1.486 -0.404
H -0.215 -2.623 1.015
C -0.310 -0.319 -0.053
N -1.504 0.112 -0.499
C -0.240 1.878 -0.089
H -2.369 2.116 -0.677
H 0.869 -2.467 -0.562
*
```


3.
Computed, not measured: a 2-piece molecular cluster, C4H7NO2 overall, with the ωB97M-V functional and the def2-TZVPD basis.

Output
LUMO = 0.029 hartree
SMILES = C1=COC=NC1.O
ΔE to the lowest compared entry with this formula, charge and spin = 43.65 kcal per mole
Max |F| = 0.48 eV Å⁻¹

Geometry as ORCA input:
```
! RIJCOSX wB97M-V def2-TZVPD def2/J DEFGRID3
* xyz 0 1
H 1.120 1.801 -0.424
H -1.392 -2.320 -0.557
H -1.607 1.554 -0.427
C 0.459 0.950 -0.552
H 1.768 -0.184 -1.828
C -0.983 -1.312 -0.548
H 0.271 -0.546 2.172
O 0.052 -1.213 -1.434
C -0.886 0.933 0.120
O 1.159 -0.168 2.157
H 1.459 -0.338 1.262
N -1.441 -0.419 0.216
C 0.836 -0.088 -1.287
H -0.816 1.349 1.130
*
```


4.
Computed, not measured: an isolated ion of composition C3H2FO2 and charge -1, with the ωB97M-V functional and the def2-TZVPD basis.

Output
LUMO = 0.162 hartree
SMILES = C=C(F)C(=O)[O-]
ΔE to the lowest compared entry with this formula, charge and spin = 20.64 kcal per mole
Max |F| = 3.30 eV Å⁻¹

Geometry as ORCA input:
```
! RIJCOSX wB97M-V def2-TZVPD def2/J DEFGRID3
* xyz -1 1
H 2.029 1.082 -0.840
O -1.066 -0.296 1.743
F -0.180 -0.415 -1.746
C -1.276 -0.615 0.580
C 0.078 0.019 -0.509
H 1.346 0.810 0.924
O -2.178 -1.205 0.068
C 1.246 0.621 -0.219
*
```


5.
Computed, not measured: one molecule with the formula C6H12N3OP, with the ωB97M-V functional and the def2-TZVPD basis.

Output
LUMO = 0.015 hartree
SMILES = C/C=N/P(=O)(/N=C/C)/N=C/C
ΔE to the lowest compared entry with this formula, charge and spin = 54.30 kcal per mole
Max |F| = 7.78 eV Å⁻¹

Geometry as ORCA input:
```
! RIJCOSX wB97M-V def2-TZVPD def2/J DEFGRID3
* xyz 0 1
C 2.512 -0.255 0.375
C 3.873 -0.493 -0.137
N -1.011 -1.243 -0.306
H -1.533 -1.930 1.650
O 0.093 0.253 2.095
H -1.401 3.705 -1.639
C -0.809 2.348 0.052
N -0.599 1.304 -0.610
H 2.311 0.041 1.343
H -2.162 3.970 -0.096
H -2.949 -3.776 0.430
N 1.537 -0.437 -0.423
C -1.220 3.650 -0.519
H -2.594 -3.088 -1.126
C -2.199 -3.304 -0.153
H -0.575 4.306 -0.017
P -0.058 -0.045 0.225
H -1.592 -4.115 -0.404
C -1.449 -2.141 0.472
H -0.760 2.243 1.209
H 4.049 0.220 -0.934
H 4.125 -1.525 -0.405
H 4.663 -0.280 0.646
*
```


6.
Computed, not measured: one molecule with the formula C4H5NS2, with the ωB97M-V functional and the def2-TZVPD basis.

Output
LUMO = 0.016 hartree
SMILES = C1=CSSN=CC1
ΔE to the lowest compared entry with this formula, charge and spin = 46.26 kcal per mole
Max |F| = 4.96 eV Å⁻¹

Geometry as ORCA input:
```
! RIJCOSX wB97M-V def2-TZVPD def2/J DEFGRID3
* xyz 0 1
C -0.229 -1.577 0.183
H 0.473 2.316 -1.444
S 2.247 -0.651 -0.222
H -0.242 0.050 1.554
H -0.889 -2.433 0.161
H -1.795 -0.375 0.961
N 0.981 -1.802 -0.094
S 1.793 1.267 0.440
C 0.475 1.574 -0.636
C -0.582 0.860 -0.400
H -1.418 1.059 -1.200
C -0.813 -0.287 0.697
*
```


7.
Computed, not measured: one molecule with the formula CH3ClN2O, with the ωB97M-V functional and the def2-TZVPD basis.

Output
LUMO = 0.021 hartree
SMILES = NC(=O)NCl
ΔE to the lowest compared entry with this formula, charge and spin = 1.22 kcal per mole
Max |F| = 4.35 eV Å⁻¹

Geometry as ORCA input:
```
! RIJCOSX wB97M-V def2-TZVPD def2/J DEFGRID3
* xyz 0 1
N -0.570 -1.155 -1.337
N -0.067 0.722 0.185
H -0.269 1.696 0.558
Cl -1.665 -1.496 -2.543
O -2.005 0.718 -0.965
C -0.985 0.186 -0.702
H 0.620 0.298 0.775
H -0.548 -1.748 -0.546
*
```


8.
Computed, not measured: C31H47NO3P2STc as an isolated structure, with the ωB97M-V functional and the def2-TZVPD basis.

Output
LUMO (alpha / beta) = -0.218 / -0.384 hartree
ΔE to the lowest compared entry with this formula, charge and spin = 0.00 kcal per mole
Max |F| = 4.36 eV Å⁻¹
<S²> = 3.7689

Geometry as ORCA input:
```
! RIJCOSX wB97M-V def2-TZVPD def2/J DEFGRID3
* xyz 2 4
H -1.314 -2.193 5.203
C -0.319 -2.411 2.265
H -4.743 1.670 3.656
C -2.699 2.262 3.282
H -0.511 1.234 -2.233
H -0.958 -1.995 -2.629
C -3.952 2.375 3.916
C -0.330 -1.544 3.416
H 1.345 -1.853 -7.304
O 0.013 3.544 1.575
H -1.415 -0.460 4.906
H 2.456 0.192 4.557
C 1.478 -0.248 4.769
O 0.875 2.548 3.696
H -0.519 1.042 -7.219
C -2.229 1.111 2.491
H 0.572 2.398 -0.419
C 0.266 0.656 -1.713
H -2.501 0.760 -4.959
H 0.841 -3.945 0.201
Tc 0.306 -0.415 1.539
H 1.943 -4.414 1.499
H 0.501 -0.339 -7.560
H 2.137 0.907 -4.281
C 0.994 -1.027 3.595
P 2.062 0.718 0.474
H -0.344 -2.733 -5.854
H -1.645 -4.067 2.601
H 3.784 -2.037 1.766
H -1.404 2.255 -6.318
H 3.729 1.501 2.044
H -2.372 -2.696 1.748
H -1.083 -2.144 -7.331
H 0.834 0.123 -2.490
H -2.997 -0.648 -0.182
C 3.338 -1.660 2.690
C -0.593 -1.810 -6.400
H 2.340 -1.221 -5.338
C 0.475 1.751 -5.426
N -0.857 1.208 2.295
C 1.848 -1.637 2.609
C -4.129 3.378 4.870
H -3.218 4.968 6.018
H 2.455 -3.201 0.325
C -1.557 -1.011 -5.573
C -1.657 0.324 -5.509
H -1.237 -3.782 0.901
H 1.569 -0.889 5.659
H -2.317 -1.620 -5.070
H -5.098 3.473 5.375
O -2.888 0.119 2.112
C -2.360 -0.054 -0.849
H 3.748 -0.668 2.909
H -0.974 4.719 4.902
H -2.406 -1.575 3.932
H 0.178 2.280 -4.507
C -1.821 4.104 4.611
C -3.072 4.227 5.231
C 1.154 1.595 -0.896
C -0.798 1.342 -6.203
C 1.525 -0.555 -5.653
C 3.370 -0.158 -0.453
H 3.792 0.525 -1.204
H 2.498 2.745 1.792
C 0.721 -1.098 -6.800
H 4.164 -0.471 0.236
C 3.097 1.983 1.284
H 3.663 -2.328 3.504
H 3.733 2.471 0.529
C 1.038 -2.493 1.783
P -0.626 -0.596 -0.654
H 2.967 -1.045 -0.951
C 1.591 -3.561 0.897
H -2.460 0.988 -0.523
C -0.649 -2.163 -1.586
H 0.789 0.566 5.004
C -1.454 -3.286 1.851
H 1.008 2.499 -6.039
C -1.674 3.134 3.612
S -0.199 2.726 2.745
C -1.432 -1.437 4.410
C 1.411 0.637 -5.058
H 0.339 -2.636 -1.576
H -1.361 -2.847 -1.105
H 1.912 2.074 -1.528
H -2.686 -0.158 -1.894
*
```